# 1
71
Properties=species:S:1:pos:R:3:forces:R:3:lowdin_charge:R:1 method="wB97M-V/def2-TZVPD" lumo_energy_ev=-5.143 largest_force_ev_per_a=3.8 e_homo_ha=-0.40908 de_lowest_kcal_mol=86.7 charge=+1
C 0.22736 1.66284 -0.69815 -0.13 0.21 -0.08 -0.09
C -1.11177 1.07921 -0.26465 0.16 0.17 -0.09 -0.22
C -1.05361 -0.30343 0.39125 -0.06 0.05 -0.23 -0.17
C 0.00030 -0.47884 1.48932 -0.27 0.06 0.31 -0.19
N 0.83403 -1.73692 1.26344 -0.18 0.30 -0.10 -0.46
I 1.81440 -2.31501 3.01579 0.05 -0.06 0.00 1.08
C 1.75290 -1.63629 0.07435 0.25 -0.79 -0.25 -0.16
C 1.51500 -2.87224 -0.78687 0.64 -1.87 -0.65 -0.35
C 1.70615 -2.69247 -2.31111 -0.58 3.09 2.11 0.08
O 0.35538 -2.76102 -1.47181 0.40 0.75 -0.09 -0.09
H 0.05270 2.60221 -1.22310 0.01 0.02 -0.02 0.09
H 0.87367 1.90781 0.14502 -0.01 -0.20 -0.04 0.04
H 0.75619 1.01932 -1.40645 0.04 -0.06 0.06 0.07
H -1.60825 1.79035 0.39797 0.01 -0.03 0.06 0.12
H -1.74361 0.99123 -1.14838 -0.16 -0.09 0.10 0.10
H -0.91828 -1.04741 -0.39979 0.14 -0.03 0.03 0.09
H -2.03694 -0.51122 0.81382 0.01 -0.10 0.00 0.12
H 0.69409 0.35195 1.62239 0.12 -0.05 -0.13 0.10
H -0.49296 -0.64041 2.44600 0.08 0.01 0.06 0.10
H 0.15336 -2.47396 1.06636 0.04 -0.06 0.05 0.11
H 2.79182 -1.59676 0.39005 -0.05 0.37 0.18 0.10
H 1.44435 -0.77389 -0.50926 0.14 0.16 0.14 0.11
H 1.85526 -3.82494 -0.37644 -0.46 -0.08 0.15 0.15
H 1.29097 -2.34845 -3.25606 0.42 -2.19 -1.02 0.14
H 2.17021 -1.68662 -2.11981 -0.62 0.45 -0.50 0.08
C 5.98985 0.49725 2.15146 0.11 0.07 -0.05 -0.10
O 5.34525 1.74763 2.08819 -0.23 -0.11 0.21 -0.18
C 4.34639 1.85281 1.09943 0.15 0.08 -0.10 -0.20
C 3.14407 2.63286 1.58289 -0.01 0.11 -0.06 -0.17
O 2.35111 1.97155 2.56578 0.02 -0.11 -0.07 -0.15
C 2.89026 1.86946 3.88521 -0.07 -0.20 0.07 -0.18
C 2.97890 3.16698 4.65632 0.14 0.06 0.10 -0.20
O 3.99611 4.00243 4.14744 -0.11 -0.03 -0.28 -0.20
C 3.67564 5.37889 4.14693 0.08 0.01 0.09 -0.10
H 6.73572 0.38461 1.35793 -0.04 -0.05 -0.03 0.09
H 6.49317 0.43744 3.11462 0.04 0.02 -0.01 0.09
H 5.26774 -0.32754 2.08355 0.00 0.00 0.00 0.07
H 4.02388 0.85426 0.76881 -0.01 -0.01 0.04 0.11
H 4.75709 2.37948 0.22755 -0.07 -0.08 -0.08 0.14
H 2.48600 2.75391 0.72043 0.05 0.06 0.04 0.10
H 3.43181 3.63097 1.91029 0.12 -0.07 0.12 0.12
H 3.85354 1.35725 3.87330 0.08 0.16 -0.04 0.12
H 2.18683 1.22890 4.42530 -0.03 0.01 -0.03 0.12
H 3.21512 2.91554 5.69905 -0.16 0.00 0.03 0.13
H 2.00744 3.67411 4.63444 0.00 0.00 -0.03 0.13
H 2.66964 5.55347 3.75017 0.00 0.00 0.01 0.09
H 4.39619 5.87863 3.50255 0.04 0.00 0.04 0.09
H 3.74409 5.80765 5.15140 -0.05 0.01 0.00 0.09
C -2.09917 -2.36613 -4.72126 0.00 -0.10 -0.02 -0.11
O -3.09735 -2.73505 -3.80027 -0.12 0.31 0.04 -0.18
C -2.66624 -2.79127 -2.45833 -0.02 -0.22 -0.04 -0.21
C -3.68634 -2.22619 -1.49577 -0.09 -0.12 0.06 -0.18
O -3.83407 -0.81758 -1.54484 0.13 0.09 0.12 -0.14
C -4.48958 -0.23491 -2.66500 0.03 0.13 -0.09 -0.18
C -5.97575 -0.49431 -2.74357 -0.11 -0.01 -0.18 -0.20
O -6.24700 -1.83660 -3.09118 0.18 -0.10 0.22 -0.19
C -7.36191 -2.39533 -2.43018 -0.05 0.01 -0.11 -0.11
H -1.42778 -3.20279 -4.94744 0.04 0.03 0.03 0.09
H -2.59616 -2.06027 -5.63990 -0.01 -0.05 -0.02 0.09
H -1.50843 -1.51844 -4.35000 0.00 0.00 0.00 0.08
H -1.72713 -2.24651 -2.32806 0.00 0.04 -0.09 0.09
H -2.49081 -3.84214 -2.18730 0.11 0.04 0.08 0.13
H -3.30704 -2.42672 -0.48781 -0.02 -0.02 0.00 0.12
H -4.64317 -2.74245 -1.58639 0.00 0.06 -0.16 0.12
H -3.99895 -0.50792 -3.60127 -0.07 -0.15 0.02 0.12
H -4.36192 0.84199 -2.52932 0.02 0.00 0.01 0.13
H -6.38843 0.16533 -3.51846 -0.04 0.09 0.10 0.13
H -6.44382 -0.23611 -1.78673 0.02 -0.02 0.02 0.13
H -7.34253 -2.17280 -1.35754 -0.01 0.01 0.00 0.09
H -7.31067 -3.47444 -2.56307 -0.02 0.00 -0.05 0.09
H -8.30432 -2.03295 -2.85322 -0.01 0.03 0.05 0.09


# 2
13
Properties=species:S:1:pos:R:3:forces:R:3:lowdin_charge:R:1 method="wB97M-V/def2-TZVPD" lumo_energy_ev=0.530 smiles=C#P.CCN largest_force_ev_per_a=6.0 e_homo_ha=-0.34490 de_lowest_kcal_mol=52.2
C -3.38216 1.11740 0.54409 -2.85 -5.03 -1.66 -0.52
P -4.11424 -0.15268 0.01596 0.96 1.41 1.01 0.68
H -2.93985 2.00095 0.55555 1.93 3.62 0.65 -0.15
C 1.64050 0.48919 -0.08949 0.78 0.55 0.04 -0.14
C 0.76038 -0.52651 0.49611 0.73 -4.27 -1.34 -0.32
N 0.11253 -1.25454 -0.67406 0.76 -1.82 1.91 -0.03
H 2.28693 0.12160 -0.86908 0.30 -0.39 -0.22 0.07
H 1.07987 1.30956 -0.52074 -0.24 0.26 0.05 0.08
H 2.24359 0.83384 0.70221 1.06 1.09 0.79 0.06
H 0.08854 -0.08128 1.16014 -1.58 0.50 0.79 0.07
H 1.25519 -1.38764 1.08539 -0.24 1.67 -0.69 0.13
H 0.82590 -1.91842 -1.07380 -0.92 0.70 0.90 0.08
H 0.14281 -0.55148 -1.33229 -0.69 1.69 -2.23 -0.01


# 3
17
Properties=species:S:1:pos:R:3:forces:R:3:lowdin_charge:R:1 method="wB97M-V/def2-TZVPD" lumo_energy_ev=0.559 largest_force_ev_per_a=8.7 e_homo_ha=-0.33845 de_lowest_kcal_mol=149.5
C 0.65770 -2.14864 -0.29087 0.41 -8.70 0.67 -0.10
C 0.87148 -0.75642 -0.20877 -2.70 0.49 -0.81 -0.70
C -1.54650 0.07589 -0.33105 -1.23 0.49 3.04 -0.12
C -0.69324 1.29491 -0.46134 1.02 -0.86 -2.14 -0.17
C -0.26678 1.97419 0.73118 2.33 0.40 0.39 -0.16
H 0.19653 -2.57350 1.14309 1.48 1.05 -4.31 0.20
H -0.25034 -2.73464 -1.12637 2.91 2.48 2.84 0.16
H 1.80623 -2.78192 -0.59087 -3.73 1.85 1.35 0.14
H 2.84739 -0.52354 0.18556 -3.94 1.27 0.13 0.15
H -1.89847 -0.18213 0.67427 0.23 0.11 0.14 0.13
H -2.28040 -0.16216 -0.99853 -1.86 -0.39 -2.11 0.08
H -0.69847 2.08930 -1.26245 -0.26 -1.81 -0.06 0.17
H -0.26898 1.29451 1.53457 1.02 -0.82 1.28 0.11
H -1.03506 2.63030 0.97809 -0.87 2.13 0.41 0.10
N 1.79301 -0.02514 0.13390 6.98 0.01 0.82 0.15
N -0.25586 -0.14434 -0.67596 0.83 3.33 -2.06 -0.02
F 1.02177 2.67334 0.56554 -2.64 -1.04 0.42 -0.09


# 4
86
Properties=species:S:1:pos:R:3:forces:R:3:lowdin_charge:R:1 method="wB97M-V/def2-TZVPD" lumo_energy_ev=0.213 smiles="NC(N)=O.NC(N)=O.NC(N)=O.NC(N)=O.CCO.CCO.CCO.CCO.CCO.CCO" largest_force_ev_per_a=2.2 e_homo_ha=-0.34576 de_lowest_kcal_mol=60.1
N -3.93290 1.94012 1.73030 -0.04 1.12 0.96 0.16
C -4.82085 2.90472 1.36543 0.46 1.14 -1.82 -0.68
N -5.60016 2.51431 0.31003 -0.28 0.06 0.93 0.15
O -4.78045 4.07574 1.73350 -0.09 -0.90 0.50 0.01
H -4.04654 0.98324 1.46677 0.50 -0.26 0.14 0.07
H -3.18518 2.35411 2.26482 0.13 -0.91 0.17 0.11
H -6.18455 3.22723 -0.08819 -0.08 -0.38 -0.23 0.11
H -5.43798 1.59002 -0.03773 -0.48 0.15 -0.62 0.05
N 3.07396 -3.37617 -1.20136 1.46 -0.35 -1.33 0.14
C 2.12348 -2.54519 -1.70765 -0.86 0.24 0.61 -0.68
N 1.19452 -2.32938 -0.71505 0.22 0.65 -1.14 0.17
O 2.11058 -2.06963 -2.83262 0.11 -0.27 0.79 0.04
H 3.79021 -3.65378 -1.85338 0.02 -0.19 0.32 0.11
H 3.01745 -3.77954 -0.29097 0.10 -0.13 0.05 0.08
H 0.43800 -1.69071 -0.90953 -0.35 -0.63 0.30 0.05
H 1.23257 -2.97523 0.04398 -0.64 0.23 0.39 0.09
N -4.71227 -1.67532 0.71149 0.19 -0.58 0.27 0.18
C -4.85838 -0.92208 -0.38834 0.00 0.18 0.01 -0.67
N -6.16632 -0.61552 -0.65342 -0.07 0.28 -0.23 0.16
O -3.88714 -0.52642 -1.02933 -0.70 0.20 -0.54 0.02
H -5.46850 -1.82913 1.35053 0.04 -0.22 0.03 0.11
H -3.80134 -2.08815 0.87525 -0.07 0.30 0.50 0.08
H -6.88583 -1.03000 -0.09309 -0.11 -0.02 -0.07 0.10
H -6.45869 -0.05007 -1.43006 0.32 -0.05 -0.08 0.11
N 3.20454 0.21949 -0.76606 -0.45 0.02 0.30 0.20
C 4.47190 0.38737 -1.18955 0.62 0.67 -0.53 -0.67
N 5.36490 -0.28076 -0.39216 1.28 -0.12 0.32 0.14
O 4.87431 1.08267 -2.11839 -0.58 -0.56 0.33 0.02
H 3.10155 -0.11344 0.17841 -0.66 0.16 -0.40 0.05
H 2.40035 0.42138 -1.34009 0.31 0.15 -0.17 0.06
H 5.15995 -0.93984 0.33191 -0.36 -0.12 -0.18 0.07
H 6.34001 -0.19194 -0.61871 -0.10 0.16 -0.09 0.10
C -0.11845 0.71634 0.74051 0.31 0.87 -0.24 -0.05
C -0.48233 0.43165 -0.71406 0.65 -0.94 0.87 -0.25
O -1.20915 -0.80680 -0.70132 -0.70 0.43 -0.68 -0.16
H -0.98045 0.93421 1.37174 -0.12 0.13 -0.22 0.06
H 0.58849 1.55130 0.77414 -0.11 0.12 0.18 0.07
H 0.40373 -0.11333 1.21869 0.04 -0.20 -0.36 0.05
H 0.42152 0.23388 -1.29436 0.01 0.33 -0.06 0.07
H -1.03433 1.19831 -1.25830 -0.10 0.14 0.36 0.13
H -2.08351 -0.59263 -1.07966 -0.05 -0.64 0.32 0.05
C 4.39882 3.55473 1.60165 -0.48 -0.35 0.62 -0.08
C 3.05916 3.95621 1.08252 -0.87 -0.10 -1.92 -0.36
O 2.11231 4.09287 2.13271 0.28 0.35 0.29 -0.08
H 4.52367 4.18933 2.48174 0.53 -0.27 0.11 0.08
H 5.21419 3.68848 0.89537 -0.13 0.12 -0.09 0.08
H 4.33470 2.49831 1.86965 0.33 0.07 0.33 0.07
H 2.61807 3.23730 0.37807 0.49 -0.36 -0.01 0.09
H 3.16181 4.84583 0.44661 -0.14 0.44 0.51 0.11
H 1.28812 4.37568 1.72717 -0.06 0.00 0.13 0.08
C -1.35818 -1.55546 4.03771 -0.58 0.73 -0.67 -0.08
C -1.18810 -2.29169 2.72844 0.60 0.85 -0.37 -0.30
O -2.08450 -1.74382 1.74839 -0.54 -0.90 0.71 -0.12
H -2.39521 -1.70462 4.34552 0.11 -0.08 0.37 0.08
H -1.26374 -0.48849 3.82462 0.18 0.04 0.27 0.07
H -0.65730 -1.85643 4.81269 -0.06 -0.11 0.00 0.07
H -1.30565 -3.34971 2.97617 -0.15 -0.22 -0.81 0.11
H -0.22250 -2.06567 2.26841 0.49 -0.58 0.61 0.09
H -1.62463 -1.68005 0.89675 0.06 0.33 -0.12 0.04
C -1.41110 -2.42560 -3.62478 0.03 -1.05 0.40 -0.08
C -2.92907 -2.55082 -3.72588 0.09 1.32 -0.37 -0.32
O -3.28685 -3.76667 -4.37753 0.56 -0.38 0.21 -0.08
H -1.12097 -3.07408 -2.79309 0.40 -0.55 -0.52 0.07
H -0.89250 -1.51493 -3.32509 -0.91 0.60 -0.27 0.06
H -0.99712 -2.71692 -4.58976 0.26 -0.31 0.21 0.08
H -3.29867 -1.73777 -4.35931 -0.20 0.23 0.26 0.11
H -3.37363 -2.47966 -2.73139 -0.14 0.02 -0.03 0.09
H -4.24085 -3.86438 -4.35779 -0.04 0.10 0.05 0.07
C 0.47829 3.47396 -3.59937 0.97 0.52 0.05 -0.08
C 1.58748 2.71825 -2.86878 -1.32 0.45 -0.01 -0.33
O 1.51591 1.34811 -3.18334 0.23 -0.32 -0.06 -0.10
H 0.56558 4.52829 -3.32152 -0.30 0.02 0.07 0.07
H -0.46161 3.05902 -3.24230 -0.20 0.13 -0.45 0.07
H 0.61115 3.45028 -4.68249 -0.32 -0.28 -0.03 0.07
H 1.23880 2.81592 -1.83536 0.90 -0.18 0.28 0.10
H 2.58574 3.12600 -3.04162 -0.02 0.00 0.25 0.12
H 1.77232 1.27179 -4.10857 0.07 -0.38 0.08 0.10
C 2.56974 -2.03006 4.07129 0.71 -1.16 0.76 -0.08
C 2.99777 -0.69413 3.56140 0.05 0.87 -0.95 -0.28
O 2.77807 -0.60795 2.15024 -0.62 0.05 -0.60 -0.12
H 2.81298 -2.17232 5.12819 0.02 0.25 0.05 0.08
H 3.15650 -2.79985 3.55970 -0.07 -0.03 -0.07 0.08
H 1.52418 -2.31816 3.97288 -0.08 0.55 -0.32 0.05
H 4.06528 -0.46825 3.64068 -0.07 -0.30 0.96 0.12
H 2.43725 0.14723 3.97346 0.03 -0.16 0.18 0.12
H 3.52757 -0.99113 1.69182 0.10 -0.29 0.27 0.04


# 5
26
Properties=species:S:1:pos:R:3:forces:R:3:lowdin_charge:R:1 method="wB97M-V/def2-TZVPD" lumo_energy_ev=2.663 largest_force_ev_per_a=1.5 e_homo_ha=-0.16938 charge=-1
C -1.58468 0.62128 1.75253 -1.07 0.85 0.64 -0.25
C -2.25487 1.92460 2.31764 -0.39 -1.01 -0.69 -0.40
Al -4.26631 1.74244 1.92039 0.84 0.15 0.23 -0.11
Br -5.00753 -0.44079 2.74954 0.07 0.21 -0.03 -0.05
H -1.98673 0.47659 0.74579 0.39 -0.15 -0.16 0.03
H -1.98114 -0.20589 2.34309 0.43 -0.27 -0.04 0.02
H -0.49599 0.66017 1.75297 0.07 -0.25 -0.07 0.04
H -1.81317 2.75558 1.75156 -0.20 0.27 0.37 0.02
H -2.08009 2.02650 3.39354 0.25 0.16 -0.10 0.02
H -4.41559 1.69575 0.33053 -0.13 -0.05 -0.27 -0.13
H -5.12373 2.87732 2.64093 -0.26 0.09 0.11 -0.15
C 4.22781 -1.82267 -1.42075 0.00 0.22 -0.11 -0.07
C 2.96595 -2.39977 -0.81117 0.34 -0.28 -0.06 -0.22
O 2.05272 -1.37573 -0.41252 0.10 -0.17 0.17 0.04
C 1.38361 -0.79672 -1.40744 -0.21 0.29 0.31 -0.62
O 1.47411 -1.07126 -2.57374 0.08 -0.17 -0.40 0.12
O 0.60518 0.14101 -0.88473 0.08 -0.02 -0.04 0.01
C -0.11566 0.90829 -1.84776 -0.31 0.31 -0.04 -0.03
H 4.68910 -1.10902 -0.73621 0.03 -0.10 0.07 0.08
H 4.94386 -2.61616 -1.63960 -0.02 -0.02 0.05 0.08
H 4.01210 -1.29236 -2.34743 -0.06 -0.09 -0.02 0.07
H 3.21424 -2.94443 0.09867 -0.14 0.12 0.10 0.12
H 2.47488 -3.09941 -1.48839 -0.05 0.13 -0.08 0.12
H -0.69214 0.26656 -2.51069 0.10 -0.04 -0.03 0.10
H 0.57168 1.52982 -2.42243 0.01 -0.11 -0.07 0.10
H -0.79758 1.54831 -1.29432 0.06 -0.10 0.16 0.09


In the order shown, the computed E_tot values come out to -44308.473, -14016.508, -11022.031, -49832.835, -89250.458 eV.